The following is a DFT calculation (ωB97M-V/def2-TZVPD) of 13 unconnected molecules or ions with the total composition C20H66N20O13 in a non-equilibrium geometry.

Cartesian coordinates (Å):
O1 5.670 -2.731 -3.993
H1 4.942 -2.184 -4.282
C1 0.729 0.135 -0.150
C2 -0.121 -1.147 -0.268
C3 0.171 -1.846 -1.585
O2 0.124 -2.010 0.779
H2 0.480 0.671 0.771
H3 0.600 0.799 -1.023
H4 1.781 -0.179 -0.145
H5 -1.179 -0.750 -0.223
H6 -0.224 -1.248 -2.434
H7 -0.319 -2.826 -1.644
H8 1.201 -2.034 -1.904
C4 -2.430 1.760 0.964
C5 -2.887 3.172 1.237
C6 -4.071 3.199 2.170
O3 -4.421 4.547 2.448
C7 -5.235 4.630 3.585
N1 -1.793 3.906 1.881
H9 -3.242 1.043 0.866
H10 -1.808 1.562 1.833
H11 -1.714 1.617 0.153
H12 -3.194 3.837 0.408
H13 -3.762 2.748 3.124
H14 -4.959 2.678 1.798
H15 -6.205 4.135 3.439
H16 -5.398 5.662 3.899
H17 -4.716 4.164 4.439
H18 -0.977 4.074 1.284
H19 -2.017 4.885 2.053
C8 2.198 -2.920 5.553
C9 1.458 -2.004 4.580
C10 2.319 -0.913 3.959
O4 3.413 -1.446 3.279
C11 4.644 -1.208 3.870
N2 1.055 -2.934 3.510
H20 2.453 -2.295 6.435
H21 3.109 -3.364 5.169
H22 1.553 -3.689 5.982
H23 0.524 -1.630 5.025
H24 2.647 -0.292 4.809
H25 1.764 -0.324 3.233
H26 5.419 -1.801 3.391
H27 4.627 -1.385 4.961
H28 4.984 -0.154 3.793
H29 0.542 -2.459 2.763
H30 0.309 -3.554 3.834
C12 3.043 3.039 1.775
O5 3.707 3.246 0.729
N3 1.640 3.140 1.829
N4 3.696 2.764 3.003
H31 1.118 2.790 2.599
H32 1.223 3.379 0.941
H33 4.696 2.751 2.986
H34 3.157 2.693 3.834
C13 -4.127 -3.710 -0.149
O6 -4.082 -4.597 0.710
N5 -5.093 -3.734 -1.195
N6 -3.213 -2.675 -0.322
H35 -4.998 -3.093 -1.949
H36 -5.900 -4.321 -1.139
H37 -3.488 -1.893 -0.903
H38 -2.354 -2.523 0.192
C14 5.151 0.653 -2.439
O7 4.862 0.060 -1.416
N7 5.100 2.064 -2.563
N8 5.696 0.069 -3.578
H39 5.693 2.399 -3.289
H40 4.839 2.525 -1.706
H41 5.859 -0.988 -3.660
H42 6.024 0.615 -4.346
C15 -0.420 -5.883 1.226
O8 0.790 -5.896 1.054
N9 -1.223 -4.764 0.926
N10 -1.209 -7.016 1.536
H43 -0.648 -3.927 0.720
H44 -2.172 -4.706 1.267
H45 -2.195 -6.894 1.639
H46 -0.838 -7.918 1.744
C16 -3.326 0.676 -2.052
O9 -3.833 -0.410 -1.795
N11 -4.069 1.849 -1.820
N12 -2.105 0.883 -2.631
H47 -3.609 2.731 -1.888
H48 -4.950 1.791 -1.355
H49 -1.655 1.758 -2.775
H50 -1.474 0.097 -2.765
C17 0.856 4.102 -1.536
O10 0.282 4.459 -0.482
N13 0.137 3.840 -2.694
N14 2.170 3.738 -1.682
H51 0.732 3.463 -3.414
H52 -0.852 3.901 -2.668
H53 2.799 3.743 -0.882
H54 2.467 3.394 -2.579
C18 -1.898 -1.046 3.605
O11 -2.494 -0.673 4.647
N15 -0.822 -0.334 3.062
N16 -2.121 -2.237 2.913
H55 -0.237 -0.735 2.321
H56 -0.656 0.592 3.403
H57 -1.566 -2.539 2.102
H58 -2.733 -2.887 3.375
C19 -2.117 -1.766 -5.189
O12 -1.125 -1.037 -4.992
N17 -2.644 -2.618 -4.210
N18 -2.670 -1.902 -6.478
H59 -3.603 -2.889 -4.325
H60 -2.336 -2.504 -3.253
H61 -2.086 -1.454 -7.159
H62 -3.512 -2.426 -6.541
C20 2.963 2.750 -5.319
O13 2.220 3.613 -4.748
N19 4.241 3.066 -5.787
N20 2.705 1.393 -5.347
H63 4.687 2.353 -6.331
H64 4.715 3.931 -5.667
H65 1.805 1.069 -5.025
H66 3.342 0.718 -5.714

Output
Kohn-Sham gap: 5.0 eV
net charge: -2


The following is a DFT calculation (ωB97M-V/def2-TZVPD) of 13 unconnected molecules or ions with the total composition C20H66N2O13 in a non-equilibrium geometry.

Cartesian coordinates (Å):
C1 -0.156 -3.124 -1.728
C2 1.092 -3.009 -0.865
O1 1.803 -4.240 -1.083
H1 -0.886 -2.288 -1.495
H2 -0.710 -4.077 -1.660
H3 0.315 -2.958 -2.712
H4 0.964 -2.763 0.233
H5 1.631 -2.112 -1.312
H6 1.135 -4.959 -1.034
C3 2.197 1.035 3.371
C4 2.639 2.515 3.087
O2 3.903 2.806 3.391
H7 1.250 0.892 2.876
H8 2.014 0.721 4.343
H9 2.867 0.401 2.838
H10 1.912 3.168 3.600
H11 2.614 2.863 2.064
H12 3.928 3.449 4.108
C5 0.869 1.009 -0.634
C6 -0.083 0.309 0.370
O3 0.500 -0.606 1.258
H13 1.241 0.217 -1.324
H14 1.666 1.516 -0.118
H15 0.345 1.724 -1.127
H16 -0.822 -0.259 -0.181
H17 -0.675 1.064 0.791
H18 -0.136 -1.253 1.545
C7 -1.907 3.102 -2.818
C8 -2.276 3.799 -4.201
O4 -2.908 2.986 -5.158
H19 -1.215 3.708 -2.178
H20 -1.395 2.162 -3.039
H21 -2.797 2.949 -2.263
H22 -1.379 4.140 -4.770
H23 -2.804 4.750 -4.036
H24 -3.137 3.554 -5.869
C9 -1.304 -1.861 4.215
C10 -2.691 -1.345 3.781
O5 -3.810 -2.004 4.245
H25 -1.303 -2.069 5.216
H26 -0.366 -1.334 4.085
H27 -1.119 -2.837 3.767
H28 -2.753 -1.376 2.681
H29 -2.826 -0.307 4.112
H30 -4.348 -2.105 3.449
C11 3.906 3.191 -1.773
C12 2.663 3.923 -1.927
O6 2.789 4.946 -2.857
H31 4.280 2.812 -2.760
H32 3.735 2.311 -1.219
H33 4.677 3.820 -1.282
H34 2.442 4.358 -0.944
H35 1.776 3.359 -2.220
H36 1.897 5.435 -2.815
C13 1.803 -4.684 4.245
C14 1.822 -4.024 2.918
O7 1.980 -5.000 1.901
H37 1.722 -4.060 5.175
H38 2.847 -5.030 4.403
H39 1.185 -5.568 4.355
H40 2.609 -3.253 2.823
H41 0.858 -3.563 2.683
H42 2.419 -4.568 1.197
C15 -2.633 -3.087 0.572
O8 -1.359 -2.677 1.068
N1 -3.524 -2.240 0.120
N2 -3.140 -4.238 0.570
H43 -3.348 -1.203 0.142
H44 -4.234 -2.640 -0.540
H45 -2.667 -4.989 1.103
H46 -3.836 -4.546 -0.049
C16 -3.793 1.298 -0.246
O9 -3.764 0.403 0.838
H47 -3.366 0.809 -1.094
H48 -3.262 2.218 -0.156
H49 -4.840 1.611 -0.439
H50 -3.834 1.013 1.616
C17 -0.040 3.703 1.356
O10 -1.100 3.396 0.463
H51 -0.134 3.164 2.298
H52 -0.008 4.816 1.486
H53 0.867 3.413 0.937
H54 -1.956 3.419 0.955
C18 -2.217 -0.776 -2.976
O11 -3.085 -0.154 -3.835
H55 -1.374 -0.216 -2.523
H56 -1.849 -1.658 -3.345
H57 -2.743 -0.982 -2.012
H58 -3.612 0.608 -3.463
C19 3.773 -0.361 0.190
O12 3.125 -1.371 0.907
H59 3.383 -0.200 -0.802
H60 4.807 -0.582 0.132
H61 3.822 0.604 0.841
H62 2.265 -1.029 1.020
C20 1.185 -0.095 -4.096
O13 1.485 -0.355 -5.482
H63 2.056 0.432 -3.645
H64 0.758 -0.964 -3.571
H65 0.353 0.648 -4.133
H66 1.357 0.452 -5.929

Output
Kohn-Sham gap: 9.0 eV
net charge: 0


Respective HOMO energy values: -0.053, -0.339 Ha.
Respective LUMO values: 3.59, -0.23 eV.
Respective ΔE to the lowest compared entry with this formula, charge and spin values: 0.0, 85.6 kcal/mol.